{
  "formula": "C5H8ClN2",
  "method": "ωB97M-V with the def2-TZVPD basis set",
  "homo_lumo_gap_ev": 10.377,
  "total_charge": 1,
  "homo_ev": -13.752,
  "de_lowest_kj_mol": 182.8,
  "e_tot_ha": -764.70925,
  "lumo_ha": -0.1240,
  "elements": ["C", "C", "C", "C", "C", "N", "N", "Cl", "H", "H", "H", "H", "H", "H", "H", "H"],
  "coordinates": [[0.7702, -0.7129, -1.0871], [0.7843, 0.1880, -0.0905], [-1.2899, 0.0212, -0.8475], [2.0053, 0.4908, 0.6664], [-3.3136, 0.2971, -0.7726], [-0.4928, 0.6915, 0.0433], [-0.5246, -0.8038, -1.5391], [-3.8608, 0.1177, 0.7274], [1.5415, -1.3586, -1.3510], [2.5812, -0.2604, 0.2701], [2.3111, 1.4714, 0.4818], [1.9061, 0.3989, 1.7162], [-3.6195, -0.4944, -1.5025], [-3.2455, 1.4529, -1.1058], [-0.8888, 1.0747, 0.8511], [-0.8390, -1.3127, -2.3555]],
  "atomic_forces_ev_per_a": [[-0.8, 0.6, 0.5], [0.0, 0.0, 0.3], [-3.0, 1.2, 1.2], [-2.1, 0.4, 0.4], [4.6, 2.1, -4.5], [-0.5, -2.4, -2.4], [-0.7, 0.3, -0.3], [-1.0, -0.5, 3.2], [1.0, -0.8, -0.8], [2.5, -1.2, -0.4], [1.0, 1.5, -0.5], [-0.2, -0.4, 1.1], [0.2, 1.2, 0.5], [-0.5, -3.1, 0.3], [-0.4, 1.1, 1.2], [0.0, -0.1, 0.2]]
}



{
  "formula": "C4H13N3S",
  "method": "ωB97M-V with the def2-TZVPD basis set",
  "homo_lumo_gap_ev": 9.453,
  "total_charge": 0,
  "homo_ev": -8.464,
  "de_lowest_kj_mol": 183.0,
  "smiles": "NCNC[C@H](N)CS",
  "e_tot_ha": -722.59918,
  "lumo_ha": 0.0363,
  "elements": ["C", "N", "C", "N", "C", "C", "S", "N", "H", "H", "H", "H", "H", "H", "H", "H", "H", "H", "H", "H", "H"],
  "coordinates": [[0.9514, -0.0535, 0.5524], [0.3746, -1.2641, -0.0650], [-0.7364, -1.9537, 0.6701], [-0.9367, -3.3373, 0.3414], [0.7655, 1.1051, -0.5165], [-0.7327, 1.2484, -0.7230], [-1.3178, 2.5853, -1.7590], [1.3395, 2.2501, 0.1996], [0.6957, 0.2648, 1.5621], [2.0432, -0.2017, 0.5539], [1.1047, -1.8639, -0.4128], [-1.5643, -1.2604, 0.4433], [-0.4939, -1.8422, 1.7341], [-1.7408, -3.6672, 0.8375], [-0.6053, -3.5424, -0.5814], [1.3663, 0.9284, -1.4202], [-1.1215, 0.2739, -1.0882], [-1.3096, 1.2062, 0.2131], [-0.5885, 3.6018, -1.2872], [0.9935, 2.4650, 1.1198], [1.5130, 3.0574, -0.3740]],
  "atomic_forces_ev_per_a": [[1.3, -0.4, -3.2], [-0.7, -0.8, 0.7], [1.3, 1.9, 0.0], [1.4, 1.6, 0.7], [-0.3, 0.6, 3.4], [-0.8, -1.4, 0.0], [-0.2, -0.1, -0.6], [0.9, 0.0, -1.0], [-0.7, -0.3, -0.1], [-0.2, 0.1, 0.4], [0.0, -0.4, 0.4], [-0.5, -0.6, 0.3], [-0.3, -0.3, 0.2], [-0.2, -0.8, -0.9], [-1.0, -0.7, -0.2], [-0.5, -0.1, 0.2], [0.3, 0.7, -0.9], [0.7, 0.8, 0.3], [0.1, -0.1, 0.3], [-0.3, 0.0, -0.2], [-0.1, 0.2, 0.2]]
}



{
  "formula": "C4H7NO",
  "method": "ωB97M-V with the def2-TZVPD basis set",
  "homo_lumo_gap_ev": [8.422, 8.458],
  "total_charge": 0,
  "homo_ev": [-9.851, -9.802],
  "de_lowest_kj_mol": 625.2,
  "e_tot_ha": -286.39352,
  "lumo_ha": [-0.0525, -0.0494],
  "elements": ["C", "N", "C", "C", "C", "O", "H", "H", "H", "H", "H", "H", "H"],
  "coordinates": [[-1.3095, 1.1272, 1.1401], [-0.9661, 0.5839, -0.1568], [0.9479, -2.1305, -0.0008], [0.2612, 0.4422, -0.4463], [0.6330, 0.0311, -1.8389], [1.7301, 0.2398, -2.2966], [-2.2108, 0.6339, 1.5146], [-1.5542, 2.1884, 1.0119], [-0.5038, 1.0435, 1.8847], [1.8470, -1.9119, 0.6213], [0.2323, -2.5319, 0.7508], [1.0919, 0.6958, 0.2333], [-0.1988, -0.4116, -2.4174]],
  "atomic_forces_ev_per_a": [[-0.1, 0.1, 0.2], [0.4, -0.1, -0.1], [0.1, -0.1, 0.6], [-0.2, 0.1, 0.1], [0.3, 0.1, -0.1], [-0.4, -0.1, 0.2], [0.2, 0.0, 0.0], [0.0, -0.2, 0.0], [-0.1, 0.0, -0.1], [-0.1, 0.1, -0.3], [0.0, 0.1, -0.3], [-0.1, 0.0, -0.1], [0.1, 0.0, 0.0]]
}



{
  "formula": "C37H87N3O8",
  "method": "ωB97M-V with the def2-TZVPD basis set",
  "homo_lumo_gap_ev": [1.492, 8.225],
  "multiplicity": 2,
  "total_charge": -1,
  "homo_ev": [0.635, -6.122],
  "s2": 0.75,
  "e_tot_ha": -2227.83114,
  "lumo_ha": [0.0782, 0.0773],
  "elements": ["C", "C", "C", "C", "C", "C", "N", "O", "C", "C", "C", "H", "H", "H", "H", "H", "H", "H", "H", "H", "H", "H", "H", "H", "H", "H", "H", "H", "H", "H", "C", "C", "C", "C", "C", "C", "N", "O", "C", "C", "C", "H", "H", "H", "H", "H", "H", "H", "H", "H", "H", "H", "H", "H", "H", "H", "H", "H", "H", "H", "C", "C", "C", "C", "C", "C", "N", "O", "C", "C", "C", "H", "H", "H", "H", "H", "H", "H", "H", "H", "H", "H", "H", "H", "H", "H", "H", "H", "H", "H", "C", "C", "O", "H", "H", "H", "H", "H", "H", "C", "C", "O", "H", "H", "H", "H", "H", "H", "C", "C", "O", "H", "H", "H", "H", "H", "H", "C", "C", "O", "H", "H", "H", "H", "H", "H", "C", "C", "O", "H", "H", "H", "H", "H", "H"],
  "coordinates": [[0.5178, -3.1653, -5.9038], [-0.2398, -1.9333, -6.3672], [-1.7222, -2.2296, -6.3806], [-2.6052, -0.9329, -6.6258], [-2.3467, 0.0879, -5.5362], [-0.8276, 0.4540, -5.4297], [0.0527, -0.7455, -5.4995], [1.4175, -0.4421, -5.4502], [-0.5288, 1.5905, -6.4243], [-0.6389, 1.0396, -4.0476], [0.1980, -1.6808, -7.8818], [1.5493, -2.8208, -5.8306], [0.5253, -3.9626, -6.6470], [0.1341, -3.6338, -4.9974], [-1.9474, -2.9824, -7.1360], [-2.1318, -2.6697, -5.4714], [-3.6631, -1.1600, -6.7577], [-2.3008, -0.5120, -7.5841], [-2.6998, -0.3575, -4.6061], [-3.0296, 0.9347, -5.6045], [0.5141, 1.8693, -6.2735], [-0.5764, 1.3513, -7.4867], [-1.2016, 2.4308, -6.2526], [0.4144, 1.2267, -3.8383], [-1.3351, 1.8596, -3.8720], [-0.9499, 0.3907, -3.2288], [-0.1597, -2.4936, -8.5139], [1.2241, -1.3897, -8.1063], [-0.3074, -0.8013, -8.2808], [1.3968, 0.0424, -6.2787], [-3.6874, 2.1902, 3.0332], [-3.0713, 2.8821, 4.2505], [-1.6603, 2.3007, 4.5854], [-0.6441, 2.8134, 3.5829], [-0.5396, 4.3203, 3.6920], [-1.8840, 5.1252, 3.4937], [-2.9862, 4.3874, 4.1941], [-4.1376, 4.9954, 3.9987], [-1.5517, 6.5453, 3.9487], [-2.1009, 5.1993, 1.9076], [-3.9580, 2.5758, 5.5200], [-3.3767, 1.1458, 3.0063], [-3.3537, 2.6430, 2.0996], [-4.7729, 2.2875, 3.0150], [-1.2546, 2.4862, 5.5799], [-1.6283, 1.2113, 4.5694], [-0.9543, 2.6240, 2.5553], [0.3585, 2.4645, 3.8301], [0.2800, 4.6819, 3.0710], [-0.1500, 4.4605, 4.7003], [-1.4880, 6.6047, 5.0352], [-0.5609, 6.7889, 3.5653], [-2.3539, 7.1834, 3.5779], [-2.2635, 4.2184, 1.4610], [-3.0038, 5.7509, 1.6460], [-1.2839, 5.5793, 1.2942], [-4.1532, 1.5818, 5.9224], [-4.9551, 2.9667, 5.3175], [-3.6101, 3.2084, 6.3366], [-3.9976, 5.7914, 4.5166], [5.4649, -1.6440, 4.1380], [4.7857, -1.2508, 2.7736], [5.7153, -1.6917, 1.6126], [5.8593, -3.1684, 1.2233], [4.4578, -3.6660, 1.0457], [3.3836, -3.3593, 2.1997], [3.4781, -1.9345, 2.6048], [2.5760, -1.6086, 3.5915], [2.0152, -3.5924, 1.6249], [3.6120, -4.3660, 3.3448], [4.5952, 0.2135, 2.6794], [4.7394, -1.5346, 4.9442], [6.4037, -1.1051, 4.2653], [5.7838, -2.6749, 4.2917], [5.4524, -1.1005, 0.7354], [6.7183, -1.3504, 1.8688], [6.4345, -3.7656, 1.9308], [6.4373, -3.1822, 0.2992], [4.6299, -4.7358, 0.9266], [4.1044, -3.2109, 0.1205], [1.7453, -3.1692, 0.6573], [1.9104, -4.6723, 1.5203], [1.2470, -3.3957, 2.3727], [3.2007, -4.0370, 4.2991], [3.1748, -5.3624, 3.2803], [4.6364, -4.7054, 3.4982], [3.9421, 0.4165, 1.8306], [5.5122, 0.7997, 2.6197], [4.0569, 0.7127, 3.4851], [2.1016, -0.9304, 3.1052], [0.1317, -0.1806, 1.6813], [0.7860, -0.2611, 0.3053], [-0.1351, -0.3956, -0.7208], [-0.6265, 0.5951, 1.7888], [0.8972, 0.1637, 2.3767], [-0.3393, -1.0791, 2.0802], [1.5521, -1.0311, 0.2143], [1.4251, 0.5861, 0.0564], [0.4155, -0.3374, -1.5051], [-3.0196, -2.3605, -2.3403], [-1.8637, -3.1023, -1.7024], [-1.8186, -2.7015, -0.3754], [-2.7906, -1.3070, -2.5010], [-3.9268, -2.3811, -1.7364], [-3.3329, -2.8429, -3.2661], [-0.9083, -2.8445, -2.1594], [-2.0736, -4.1548, -1.8931], [-1.2139, -1.9567, -0.3401], [3.9143, -0.5393, -2.6026], [2.7417, -1.4370, -2.5285], [1.5626, -0.7028, -2.6982], [4.2227, -0.3129, -3.6233], [4.7781, -1.0513, -2.1787], [3.8210, 0.3930, -2.0457], [2.6354, -2.0182, -1.6125], [2.8744, -2.1869, -3.3083], [1.2901, -0.8432, -3.6080], [-2.1617, 2.1008, -0.6960], [-0.7512, 2.6623, -0.7329], [-0.7597, 4.0498, -0.8608], [-2.6388, 2.2505, -1.6645], [-2.7779, 2.6103, 0.0447], [-2.1699, 1.0275, -0.5062], [-0.1234, 2.1990, -1.4941], [-0.2119, 2.4437, 0.1887], [0.1180, 4.3647, -1.0890], [-5.0453, -1.0993, 4.2192], [-3.5861, -1.4978, 4.4661], [-2.8739, -1.3676, 3.2727], [-5.5112, -1.7887, 3.5150], [-5.2502, -0.1234, 3.7791], [-5.7479, -1.1788, 5.0487], [-3.5512, -2.5419, 4.7774], [-3.1291, -0.9220, 5.2709], [-2.9908, -2.2064, 2.8206]],
  "atomic_forces_ev_per_a": [[0.6, 0.2, 0.0], [0.5, 0.7, -1.5], [-2.0, 1.4, -0.1], [1.1, -0.7, -0.7], [0.2, -1.3, 0.3], [-1.2, 0.2, 0.1], [-2.5, -2.2, 1.1], [-0.7, 0.4, -0.9], [0.7, -0.5, -0.3], [-0.1, -0.1, 1.1], [-0.9, 0.8, 0.4], [0.2, -0.4, 0.5], [-0.2, 0.2, -0.3], [0.1, 0.4, 0.3], [0.2, 0.1, -0.3], [0.6, 0.0, 0.5], [0.0, -0.2, 0.3], [0.0, 0.1, -0.2], [0.4, -0.3, 0.3], [0.6, 0.5, -0.4], [0.0, 0.6, 0.1], [-0.3, -0.4, 0.0], [0.2, 0.1, 0.2], [-0.1, 0.7, -0.1], [0.5, 0.7, -0.4], [0.0, -0.8, -0.3], [0.4, -0.3, 0.0], [0.4, -0.7, 0.5], [-0.4, 0.1, 0.1], [1.9, 0.7, -0.6], [0.3, 0.4, -0.5], [0.0, -0.4, 2.0], [0.4, 0.1, -1.0], [-0.2, 0.9, -0.2], [-0.5, 0.1, 0.9], [2.0, -2.2, -2.4], [5.4, -1.8, 1.0], [-3.5, 1.8, -0.8], [-1.1, -0.7, 0.6], [-0.6, -0.6, 0.6], [-0.7, 1.5, -0.3], [-0.3, -0.1, 0.0], [0.1, 0.0, 0.1], [0.0, -0.1, 0.2], [-0.5, 0.7, 0.3], [-0.7, -0.2, -0.4], [0.3, -0.7, 0.0], [0.0, -0.6, -0.5], [-0.4, 0.3, -0.5], [-0.2, 0.5, 0.4], [-0.1, 0.0, 0.2], [-0.3, 0.3, -0.3], [0.4, 0.6, 0.0], [0.0, -0.2, 0.3], [0.0, 0.2, 0.2], [0.2, 0.4, 0.6], [0.7, -0.4, -0.6], [-0.2, 0.0, -0.1], [0.3, -0.1, 0.1], [-0.8, 0.3, 0.2], [-0.3, -0.2, -0.2], [0.8, -3.1, 1.0], [1.0, 0.5, 0.2], [-0.4, 1.6, 1.0], [-0.5, -0.3, 0.2], [1.7, -0.2, -0.7], [1.8, -0.5, -2.2], [-0.4, 0.3, 0.7], [-1.0, -1.3, 0.3], [0.2, -0.6, 1.0], [-0.9, 1.7, 0.0], [0.2, 0.7, 0.1], [-0.3, 0.6, 0.3], [-0.2, -0.4, -0.9], [-0.3, -0.2, -0.2], [0.1, 0.4, 0.2], [-0.1, 0.1, 0.4], [-0.2, -0.2, -0.2], [-1.1, -0.3, -0.2], [-0.3, -0.2, -0.1], [0.3, 0.4, 0.2], [0.1, -0.2, -0.4], [-0.1, 0.5, -0.1], [0.2, 0.5, 0.0], [-0.7, 0.1, -0.9], [0.5, 0.8, 0.0], [0.3, 0.1, -0.5], [0.2, -0.3, -0.4], [-0.1, -0.6, 0.6], [-0.7, 0.1, 0.5], [0.4, 0.5, 0.1], [0.8, 0.1, 0.5], [-1.4, -0.3, 0.3], [-0.1, 0.1, -0.6], [0.1, -0.1, 0.2], [0.3, -0.3, -0.3], [-0.2, -0.8, 0.6], [-0.2, 0.9, 0.6], [0.1, -0.3, -1.1], [-0.5, 0.2, -0.8], [-0.7, 0.8, -1.0], [0.1, -0.9, 1.6], [0.1, 0.0, -0.2], [0.2, -0.2, 0.5], [0.2, 0.2, -0.4], [0.0, -0.1, -0.5], [0.4, -0.3, 0.8], [0.3, 0.5, 0.0], [1.7, 0.3, 0.4], [0.0, -0.7, -0.1], [-0.6, -0.1, -0.2], [-0.4, 0.2, -0.1], [0.2, -0.1, 0.1], [-0.3, 0.0, 0.0], [0.3, 0.2, 0.4], [-0.3, -0.1, -0.2], [-0.4, 0.3, -0.3], [0.1, 0.2, -0.4], [0.6, -1.0, 0.7], [-0.5, 1.3, -0.5], [-0.1, 0.1, -0.1], [0.1, 0.0, 0.0], [0.2, 0.1, 0.1], [-0.3, -0.1, -0.4], [-0.1, -0.4, 0.5], [0.0, -0.1, -0.1], [-1.1, -0.4, -0.1], [-1.3, 0.1, 0.4], [0.7, 0.1, -0.4], [0.3, -0.3, -0.3], [0.7, 0.2, 0.1], [0.4, 0.0, 0.6], [-0.1, -0.1, 0.3], [0.1, 0.3, -0.2], [0.2, 0.1, -0.5]]
}



{
  "formula": "H17O8",
  "method": "ωB97M-V with the def2-TZVPD basis set",
  "homo_lumo_gap_ev": 10.746,
  "total_charge": 1,
  "homo_ev": -14.050,
  "de_lowest_kj_mol": 445.6,
  "e_tot_ha": -611.74159,
  "lumo_ha": -0.1214,
  "elements": ["O", "H", "H", "H", "O", "H", "H", "O", "H", "H", "O", "H", "H", "O", "H", "H", "O", "H", "H", "O", "H", "H", "O", "H", "H"],
  "coordinates": [[13.0890, 33.3540, 43.4170], [12.8560, 32.5780, 43.2110], [12.4030, 34.0910, 42.9360], [13.3820, 33.5840, 44.3180], [13.7400, 32.3590, 40.4370], [13.6270, 31.6650, 41.0060], [13.6170, 31.9830, 39.5660], [9.7580, 33.8820, 40.4470], [9.2150, 34.6140, 40.2210], [10.1930, 34.3960, 41.2290], [15.0610, 30.6340, 42.6830], [15.5660, 30.8890, 43.3760], [15.6790, 30.5800, 41.9040], [11.3820, 35.3840, 42.6800], [10.6920, 35.6080, 43.1540], [11.1350, 36.1290, 41.9930], [12.9510, 31.9990, 45.8000], [13.2310, 31.2270, 46.0640], [12.9140, 32.3270, 46.7200], [15.1170, 34.1740, 44.9750], [15.0420, 34.3850, 45.9070], [15.0240, 35.1150, 44.5610], [11.7910, 31.1960, 42.1970], [11.2760, 30.4110, 42.5290], [11.3270, 31.0350, 41.1790]],
  "atomic_forces_ev_per_a": [[0.5, 12.8, -0.2], [-3.0, -10.6, -2.2], [1.8, -1.7, 1.5], [0.5, -0.6, 0.5], [0.4, 2.8, -2.2], [-0.4, -2.9, 2.5], [0.0, 0.1, -0.4], [1.9, 1.3, 2.9], [-1.5, 0.7, -1.3], [-0.5, -2.2, -1.7], [-1.7, -1.3, -4.6], [2.6, 1.2, 3.4], [-0.9, 0.1, 1.3], [3.9, 1.2, -6.0], [-5.6, 0.7, 5.3], [2.0, -2.1, 0.9], [-2.1, 6.5, -0.2], [2.6, -7.5, 0.9], [-0.5, 1.0, -0.6], [-0.9, 2.8, -1.3], [0.2, -0.1, 0.5], [0.6, -2.4, 0.9], [-3.4, -2.4, -4.3], [1.0, 1.0, 0.6], [2.3, 1.6, 3.9]]
}